ORCA calculation (ωB97M-V/def2-TZVPD) on a structure of composition ILi3.

XYZ file:
```
4
Properties=species:S:1:pos:R:3:forces:R:3
Li 1.13837 -2.05833 0.64579 0.353 -0.036 0.147
Li 0.78996 2.17636 -1.19942 0.172 0.239 -0.098
Li -2.08079 -0.58150 -0.17501 -0.416 0.124 0.030
I 0.15246 0.46347 0.72864 -0.110 -0.327 -0.079
```
Forces are in eV/Å.

Calculated values
**Total charge**: +2
**HOMO-LUMO gap**: 10.137 eV
**Energy above the lowest of the compared OMol25 structures with the same formula, charge and spin**: 0.216 eV
**E_LUMO**: -8.181 eV

Computed Löwdin charges, given in elementary charges: 0.7217, 0.7157, 0.6914, -0.1288